Entry 1:
Molecular formula: C10H12ClO2S
Method: DFT, wB97M-V/def2-TZVPD

## Properties
Total energy: -38017.9954 eV
Relative energy (zero: lowest compared OMol25 entry of this formula, charge and spin): 1.3 kcal/mol

```
! RIJCOSX wB97M-V def2-TZVPD def2/J DEFGRID3
* xyz -1 1
C 3.973 0.127 -2.890
S 2.639 0.439 -1.724
C 1.246 0.218 -2.844
C -0.041 0.152 -1.998
C -0.631 -1.211 -1.786
O -0.529 1.191 -1.590
H 4.901 0.003 -2.319
H 3.774 -0.780 -3.468
H 4.066 1.000 -3.544
H 1.174 1.124 -3.456
H 1.415 -0.679 -3.447
H -0.069 -1.998 -2.294
H -0.649 -1.409 -0.710
H -1.659 -1.200 -2.166
Cl -3.622 0.973 5.073
C -2.520 0.527 3.851
C -1.148 0.410 4.144
C -0.246 0.135 3.148
C -0.656 0.032 1.748
O 0.175 -0.019 0.805
C -2.097 0.011 1.529
C -2.987 0.282 2.546
H -0.820 0.515 5.172
H 0.814 0.016 3.366
H -2.448 -0.158 0.513
H -4.055 0.296 2.341
*
```

Mulliken population analysis, charges in e, atoms 1 to 8: C -0.781; S 0.014; C -0.686; C 0.747; C -1.065; O -0.554; H 0.295; H 0.225

=====

Entry 2:
Molecular formula: C32H21CeF10N6O2S
Method: DFT, wB97M-V/def2-TZVPD

## Properties
Total energy: -97499.1886 eV
Relative energy (zero: lowest compared OMol25 entry of this formula, charge and spin): 6.9 kcal/mol

```
! RIJCOSX wB97M-V def2-TZVPD def2/J DEFGRID3
* xyz -1 1
Ce 0.575 -0.190 0.462
C 0.365 -2.776 2.815
N 0.403 -1.210 2.773
C 1.579 -0.747 3.518
C 1.887 0.729 3.447
N 1.638 1.230 2.072
C 2.119 2.511 1.751
C 2.752 2.761 0.517
F 2.941 1.689 -0.376
C 2.971 4.066 0.077
F 3.436 4.343 -1.191
C 2.705 5.197 0.928
F 3.010 6.415 0.529
C 2.329 4.925 2.208
F 2.397 5.799 3.241
C 1.955 3.645 2.549
F 1.744 3.363 3.873
C -0.919 -0.826 3.419
C -2.065 -0.585 2.493
N -1.570 0.018 1.226
C -2.564 0.491 0.385
C -3.096 1.856 0.492
F -2.552 2.678 1.410
C -4.190 2.283 -0.248
F -4.676 3.546 -0.151
C -4.871 1.377 -1.078
F -5.845 1.837 -1.921
C -4.401 0.098 -1.240
F -4.908 -0.651 -2.260
C -3.262 -0.253 -0.585
F -2.869 -1.525 -0.551
H 0.757 -2.948 3.829
H 1.003 -3.250 2.042
H -0.619 -3.264 2.707
H 2.436 -1.295 3.029
H 1.476 -1.036 4.558
H 2.962 0.808 3.693
H 1.284 1.247 4.192
H -0.673 0.097 3.982
H -1.247 -1.520 4.252
H -2.899 0.011 3.069
H -2.510 -1.558 2.148
O 0.134 1.704 -0.781
C 0.559 2.183 -1.941
C 0.397 3.545 -2.180
C 0.797 4.262 -3.286
C 1.391 3.451 -4.286
C 1.573 2.080 -4.145
C 1.155 1.342 -2.977
C 1.176 -0.086 -2.947
N 0.586 -0.837 -2.014
N 0.425 -2.150 -2.349
C -0.030 -2.881 -1.341
O -0.162 -2.462 -0.152
C -0.619 -4.239 -1.693
C -0.309 -4.839 -2.939
C -0.995 -6.014 -3.359
C -1.906 -6.577 -2.510
C -2.304 -5.977 -1.307
C -1.667 -4.817 -0.906
H -0.271 4.060 -1.495
H 0.706 5.329 -3.193
H 1.635 3.893 -5.279
H 1.860 1.564 -5.048
H 1.714 -0.603 -3.721
H 0.272 -4.335 -3.648
H -0.611 -6.510 -4.196
H -2.421 -7.476 -2.841
H -3.083 -6.414 -0.682
H -1.902 -4.420 0.082
S 3.324 -1.441 0.103
C 4.419 -0.687 1.128
N 5.168 -0.032 1.818
*
```

Mulliken population analysis, charges in e, atoms 1 to 8: Ce -0.869; C -1.161; N 0.929; C -1.136; C -0.710; N 0.778; C 0.065; C -0.406

=====

Entry 3:
Molecular formula: C5H10S2
Method: DFT, wB97M-V/def2-TZVPD

## Properties
Total energy: -27017.1863 eV
SMILES: CCSC(=S)CC
Relative energy (zero: lowest compared OMol25 entry of this formula, charge and spin): 0.0 kcal/mol

```
! RIJCOSX wB97M-V def2-TZVPD def2/J DEFGRID3
* xyz 0 1
C 2.418 0.271 0.871
C 2.264 0.080 -0.645
S 0.692 -0.794 -0.930
C -0.524 0.376 -0.722
S -0.480 1.966 -0.532
C -1.921 -0.297 -0.722
C -2.502 -0.483 0.670
H 2.163 -0.542 1.488
H 1.725 1.050 1.154
H 3.371 0.714 1.159
H 2.300 1.011 -1.291
H 3.004 -0.586 -1.062
H -1.857 -1.293 -1.136
H -2.718 0.256 -1.336
H -2.634 0.443 1.193
H -3.451 -1.032 0.613
H -1.850 -1.140 1.228
*
```

Mulliken population analysis, charges in e, atoms 1 to 8: C -1.082; C -0.429; S -0.075; C 0.295; S -0.233; C -0.645; C -1.041; H 0.362

=====

Entry 4:
Molecular formula: C7H17FN3O7P
Method: DFT, wB97M-V/def2-TZVPD

## Properties
Total energy: -38345.1939 eV
SMILES: O=C(NF)OP(=O)(O)O.CN(C)C=O.CN(C)C=O

```
! RIJCOSX wB97M-V def2-TZVPD def2/J DEFGRID3
* xyz 0 1
O -1.064 -4.215 -2.950
C -1.285 -3.054 -2.989
N -0.486 -2.179 -3.746
F -0.471 -0.933 -3.102
O -2.320 -2.504 -2.253
P -3.447 -1.680 -3.047
O -3.168 -1.546 -4.481
O -3.590 -0.339 -2.233
O -4.794 -2.419 -2.710
H -0.910 -2.021 -4.659
H -2.843 0.242 -2.452
H -5.200 -2.669 -3.555
C 0.506 -2.699 -0.313
N 1.044 -2.042 0.861
C 0.904 -2.673 2.162
C 1.670 -0.854 0.784
O 2.132 -0.253 1.735
H -0.572 -2.834 -0.199
H 0.971 -3.677 -0.453
H 0.700 -2.090 -1.191
H 0.346 -2.026 2.840
H 1.885 -2.855 2.603
H 0.378 -3.617 2.047
H 1.721 -0.457 -0.244
C 1.310 5.008 3.343
N 1.421 4.169 2.169
C 2.162 2.916 2.255
C 0.860 4.508 0.996
O 0.916 3.841 -0.020
H 2.299 5.319 3.687
H 0.813 4.470 4.152
H 0.729 5.897 3.107
H 2.993 2.924 1.550
H 1.521 2.075 2.006
H 2.544 2.790 3.265
H 0.323 5.473 1.037
*
```

Mulliken population analysis, charges in e, atoms 1 to 8: O -0.438; C 0.468; N -0.200; F -0.158; O -0.043; P 0.844; O -0.655; O -0.471

=====

Entry 5:
Molecular formula: C42H52O3PSSbSe2SiTi
Method: DFT, wB97M-V/def2-TZVPD

## Properties
Total energy: -238895.1299 eV
Relative energy (zero: lowest compared OMol25 entry of this formula, charge and spin): 10.8 kcal/mol

```
! RIJCOSX wB97M-V def2-TZVPD def2/J DEFGRID3
* xyz 0 3
Ti -0.357 -0.799 -0.189
Se -0.016 0.533 3.121
P -0.643 -1.362 2.366
Se -1.464 -2.785 -0.251
C -2.309 -1.737 2.983
C -3.413 -1.280 2.269
C -4.690 -1.493 2.759
C -4.872 -2.167 3.960
C -3.774 -2.622 4.674
C -2.492 -2.404 4.189
C 0.429 -2.688 3.027
C 1.576 -2.394 3.756
C 2.373 -3.416 4.253
C 2.026 -4.739 4.030
C 0.881 -5.040 3.303
C 0.087 -4.022 2.800
H -3.267 -0.766 1.325
H -5.546 -1.139 2.200
H -5.872 -2.339 4.338
H -3.913 -3.146 5.610
H -1.636 -2.756 4.751
H 1.841 -1.360 3.938
H 3.265 -3.175 4.816
H 2.646 -5.536 4.420
H 0.603 -6.071 3.125
H -0.801 -4.259 2.227
C 1.139 -1.985 -3.071
C 0.215 -0.853 -3.475
C 0.896 0.074 -4.467
C -1.083 -1.410 -4.030
O -0.097 -0.097 -2.245
Si -0.780 1.445 -2.096
S -1.262 1.443 -0.078
O 0.426 2.460 -2.515
C 0.389 3.874 -2.776
C 1.817 4.368 -2.606
C -0.085 4.080 -4.208
C -0.533 4.573 -1.785
O -1.994 1.641 -3.158
C -3.438 1.590 -3.078
C -3.930 2.859 -2.396
C -3.918 1.544 -4.521
C -3.905 0.355 -2.317
H 1.340 -2.608 -3.944
H 0.675 -2.612 -2.304
H 2.090 -1.599 -2.712
H 1.169 -0.501 -5.353
H 1.798 0.511 -4.037
H 0.228 0.881 -4.777
H -0.859 -2.048 -4.887
H -1.740 -0.607 -4.359
H -1.590 -2.010 -3.272
H 2.480 3.832 -3.287
H 2.157 4.202 -1.582
H 1.881 5.435 -2.823
H 0.578 3.556 -4.899
H -0.081 5.142 -4.460
H -1.095 3.690 -4.335
H -0.211 4.386 -0.760
H -1.561 4.222 -1.889
H -0.525 5.650 -1.965
H -3.603 3.739 -2.954
H -3.549 2.920 -1.376
H -5.020 2.864 -2.357
H -3.544 2.409 -5.070
H -5.008 1.550 -4.559
H -3.560 0.640 -5.015
H -3.572 0.381 -1.280
H -3.527 -0.556 -2.777
H -4.996 0.315 -2.326
C 5.361 0.673 -3.717
C 4.546 1.628 -3.125
C 3.772 1.296 -2.022
C 3.814 0.008 -1.495
C 4.630 -0.946 -2.095
C 5.401 -0.614 -3.201
Sb 2.554 -0.486 0.158
C 3.125 1.114 1.421
C 3.968 0.982 2.517
C 4.270 2.091 3.297
C 3.735 3.332 2.983
C 2.884 3.465 1.894
C 2.573 2.357 1.119
C 3.656 -2.160 0.831
C 3.031 -3.403 0.808
C 3.744 -4.549 1.139
C 5.076 -4.452 1.511
C 5.704 -3.213 1.541
C 4.999 -2.070 1.193
H 5.962 0.932 -4.579
H 4.511 2.634 -3.526
H 3.127 2.047 -1.583
H 4.670 -1.956 -1.704
H 6.033 -1.364 -3.661
H 4.374 0.015 2.788
H 4.919 1.983 4.156
H 3.971 4.193 3.594
H 2.446 4.427 1.659
H 1.861 2.460 0.305
H 1.982 -3.488 0.533
H 3.252 -5.512 1.115
H 5.630 -5.344 1.777
H 6.746 -3.138 1.825
H 5.507 -1.112 1.184
*
```

Mulliken population analysis, charges in e, atoms 1 to 8: Ti 0.852; Se -0.281; P 0.068; Se -0.829; C 0.779; C -0.427; C -0.677; C -0.464

=====

Entry 6:
Molecular formula: C21H19Co2O6Zr
Method: DFT, wB97M-V/def2-TZVPD

## Properties
Total energy: -110890.5716 eV
Relative energy (zero: lowest compared OMol25 entry of this formula, charge and spin): 73.4 kcal/mol

```
! RIJCOSX wB97M-V def2-TZVPD def2/J DEFGRID3
* xyz 1 1
C -0.400 -0.342 -0.790
Zr -0.363 -2.021 -2.404
C -0.325 -0.328 -4.017
C -2.053 -3.536 -1.422
C -2.669 -2.228 -1.511
C -2.789 -1.878 -2.917
C -2.246 -2.977 -3.696
C -1.802 -4.003 -2.777
C 1.506 -2.965 -1.080
C 2.057 -1.875 -1.864
C 1.953 -2.232 -3.268
C 1.337 -3.543 -3.354
C 1.070 -3.999 -2.000
H -0.491 -0.790 0.196
H 0.522 0.231 -0.828
H -1.234 0.337 -0.944
H -0.227 -0.767 -5.006
H -1.237 0.260 -3.993
H 0.514 0.342 -3.854
H -1.842 -4.085 -0.504
H -3.035 -1.631 -0.672
H -3.248 -0.972 -3.313
H -2.226 -3.043 -4.789
H -1.391 -4.975 -3.057
H 1.472 -3.024 0.010
H 2.514 -0.965 -1.469
H 2.329 -1.644 -4.107
H 1.139 -4.098 -4.270
H 0.656 -4.969 -1.715
O -3.365 3.904 2.308
C -2.329 4.079 2.745
Co -0.660 4.308 3.437
C 0.393 5.327 2.365
O 1.064 5.954 1.695
C -0.631 5.145 5.071
O -0.609 5.650 6.090
C 0.001 2.540 4.216
C 0.361 2.604 2.805
C -0.355 1.748 1.876
Co 2.026 2.326 4.032
C 3.130 3.059 2.771
O 3.808 3.518 1.982
C 2.241 0.533 4.187
O 2.349 -0.596 4.268
C 2.323 3.276 5.558
O 2.493 3.884 6.503
H -0.510 1.617 4.486
H -0.001 1.666 0.870
H -1.219 1.176 2.153
*
```

Mulliken population analysis, charges in e, atoms 1 to 8: C -1.681; Zr 0.378; C -1.377; C -0.404; C -0.554; C -0.571; C -0.376; C -0.565

=====

Entry 7:
Molecular formula: C4H4ClF
Method: DFT, wB97M-V/def2-TZVPD

## Properties
Total energy: -19450.4260 eV
SMILES: C#C[C@H](F)CCl
Relative energy (zero: lowest compared OMol25 entry of this formula, charge and spin): 23.8 kcal/mol

```
! RIJCOSX wB97M-V def2-TZVPD def2/J DEFGRID3
* xyz 0 1
C 1.645 -0.072 -1.506
C 0.819 0.413 -0.826
C -0.102 0.723 0.293
F 0.719 1.009 1.362
C -0.905 -0.508 0.757
Cl -2.165 -0.971 -0.352
H 2.300 -0.496 -2.269
H -0.751 1.500 0.060
H -1.365 -0.246 1.731
H -0.196 -1.351 0.750
*
```

Mulliken population analysis, charges in e, atoms 1 to 8: C 0.256; C -0.689; C -0.020; F -0.272; C -0.485; Cl -0.178; H 0.408; H 0.349

=====

Entry 8:
Molecular formula: C9H12AuClOS
Method: DFT, wB97M-V/def2-TZVPD

## Properties
Total energy: -38623.7120 eV

```
! RIJCOSX wB97M-V def2-TZVPD def2/J DEFGRID3
* xyz 0 1
Au 1.375 0.859 1.158
Cl 1.676 3.947 2.044
C 2.499 2.335 2.021
H 2.735 2.107 3.057
H 3.429 2.485 1.478
C -3.026 1.604 -0.320
C -1.794 0.742 -0.319
C -0.960 0.678 -1.447
C 0.184 -0.083 -1.451
C 0.525 -0.831 -0.310
C -0.299 -0.794 0.823
C -1.452 0.008 0.800
S 1.904 -1.992 -0.351
C 1.054 -3.236 -1.340
O 2.013 -2.575 1.006
H -3.155 2.111 -1.274
H -2.962 2.365 0.459
H -3.921 1.010 -0.128
H -1.212 1.260 -2.325
H 0.826 -0.107 -2.324
H -0.085 -1.469 1.645
H -2.086 0.041 1.678
H 0.112 -3.508 -0.868
H 1.726 -4.093 -1.361
H 0.895 -2.863 -2.352
*
```

Mulliken population analysis, charges in e, atoms 1 to 8: Au 0.379; Cl -0.234; C -0.753; H 0.266; H 0.258; C -1.469; C 1.056; C -0.503

=====

Entry 9:
Molecular formula: C11H20BF4NP
Method: DFT, wB97M-V/def2-TZVPD

## Properties
Total energy: -34060.3544 eV

```
! RIJCOSX wB97M-V def2-TZVPD def2/J DEFGRID3
* xyz -1 1
C -1.266 -2.722 0.409
C -1.625 -1.927 -0.948
C -0.331 -1.801 -1.896
P 1.159 -0.975 -0.997
C 2.005 0.035 -2.357
C 1.706 1.613 -2.302
C 0.249 2.009 -1.751
C 0.244 2.730 -0.307
N 0.983 1.994 0.752
C 2.390 1.702 0.940
C 2.695 0.919 2.260
C 1.279 0.745 2.928
C 0.327 1.428 1.923
H -2.027 -3.514 0.715
H -1.182 -1.934 1.239
H -0.228 -3.192 0.261
H -1.994 -0.883 -0.646
H -2.514 -2.440 -1.484
H -0.077 -2.873 -2.251
H -0.649 -1.227 -2.838
H 1.967 -2.095 -0.585
H 1.812 -0.331 -3.429
H 3.148 -0.088 -2.193
H 1.765 1.993 -3.397
H 2.506 2.222 -1.736
H -0.174 2.798 -2.490
H -0.513 1.158 -1.737
H -0.865 2.754 0.028
H 0.598 3.817 -0.342
H 3.235 2.010 0.245
H 3.718 0.594 2.644
H 1.050 0.240 3.920
H -0.790 1.484 2.146
B -3.720 -1.249 2.656
F -2.986 -1.856 3.729
F -2.900 -0.256 2.016
F -4.089 -2.254 1.699
F -4.904 -0.628 3.177
*
```

Mulliken population analysis, charges in e, atoms 1 to 8: C -0.841; C -0.247; C -0.840; P 0.081; C -0.852; C -0.427; C -0.380; C -0.717

=====

Entry 10:
Molecular formula: CH6SSi
Method: DFT, wB97M-V/def2-TZVPD

## Properties
Total energy: -19843.6029 eV
SMILES: C=[SiH2].S
Relative energy (zero: lowest compared OMol25 entry of this formula, charge and spin): 86.4 kcal/mol

```
! RIJCOSX wB97M-V def2-TZVPD def2/J DEFGRID3
* xyz 0 1
C 0.206 0.569 0.333
Si 1.595 -0.427 -0.066
H 0.257 0.837 1.470
H -0.079 1.449 -0.369
H 2.423 -0.828 -1.164
H 2.140 -1.191 1.260
S -2.736 -0.132 -0.118
H -1.476 -0.046 0.059
H -2.332 -0.231 -1.405
*
```

Mulliken population analysis, charges in e, atoms 1 to 8: C -0.821; Si 0.368; H 0.273; H 0.344; H -0.077; H -0.061; S -0.241; H 0.076

=====

Entry 11:
Molecular formula: C2H4BrN2
Method: DFT, wB97M-V/def2-TZVPD

## Properties
Total energy: -75149.3160 eV
Relative energy (zero: lowest compared OMol25 entry of this formula, charge and spin): 7.0 kcal/mol

```
! RIJCOSX wB97M-V def2-TZVPD def2/J DEFGRID3
* xyz 1 3
C 1.589 0.953 0.558
C -0.680 0.040 -0.266
N 0.219 0.331 0.577
N -1.315 -1.121 -0.266
Br 2.797 0.937 -0.852
H 1.998 1.287 1.558
H -1.397 0.744 -0.726
H -2.264 -1.260 -0.745
H -0.946 -1.911 0.163
*
```

Mulliken population analysis, charges in e, atoms 1 to 8: C -0.228; C 0.267; N -0.125; N -0.289; Br 0.128; H 0.414; H 0.316; H 0.281

=====

Entry 12:
Molecular formula: C29H30FeN5O2S2
Method: DFT, wB97M-V/def2-TZVPD

## Properties
Total energy: -98161.4082 eV
Relative energy (zero: lowest compared OMol25 entry of this formula, charge and spin): 7.6 kcal/mol

```
! RIJCOSX wB97M-V def2-TZVPD def2/J DEFGRID3
* xyz 0 2
Fe -0.010 0.023 -0.259
C -2.775 2.677 -1.949
C -3.097 1.473 -1.069
C -2.636 1.669 0.356
N -1.192 1.446 0.551
C -0.618 2.090 1.544
C -1.300 2.968 2.433
C -0.802 3.936 3.269
C 0.518 4.305 3.530
C 1.631 3.601 3.156
C 1.722 2.381 2.478
C 0.747 1.651 1.815
N 0.959 0.417 1.328
C 2.095 -0.330 1.837
C 1.964 -1.767 1.375
C 2.379 -1.851 -0.075
N 1.555 -0.958 -0.887
C 1.834 -0.907 -2.177
C 2.982 -1.504 -2.748
C 3.367 -1.656 -4.063
C 2.676 -1.400 -5.237
C 1.406 -0.858 -5.298
C 0.625 -0.302 -4.300
C 0.866 -0.112 -2.920
N 0.128 0.695 -2.147
C -0.767 1.563 -2.927
C -1.275 2.794 -2.188
H -3.152 3.598 -1.494
H -3.302 2.568 -2.902
H -2.615 0.572 -1.466
H -4.168 1.263 -1.074
H -3.154 0.974 1.017
H -2.906 2.683 0.653
H -2.374 2.868 2.433
H -1.557 4.512 3.795
H 0.670 5.190 4.134
H 2.581 4.009 3.487
H 2.716 1.958 2.422
H 2.094 -0.277 2.933
H 3.043 0.109 1.496
H 0.916 -2.059 1.471
H 2.545 -2.451 1.994
H 2.314 -2.880 -0.447
H 3.429 -1.548 -0.153
H 3.702 -1.887 -2.041
H 4.349 -2.102 -4.185
H 3.146 -1.687 -6.168
H 0.948 -0.836 -6.282
H -0.335 0.050 -4.643
H -1.631 0.979 -3.270
H -0.231 1.869 -3.827
H -1.036 3.712 -2.727
H -0.745 2.855 -1.238
O -5.430 -0.227 0.770
S -4.819 -1.521 0.873
O -5.152 -2.367 1.977
N -3.164 -1.350 0.789
C -2.692 -1.901 -0.269
S -1.011 -1.976 -0.685
C -3.701 -2.533 -1.181
C -3.516 -3.140 -2.411
C -4.638 -3.618 -3.077
C -5.909 -3.488 -2.527
C -6.096 -2.866 -1.297
C -4.970 -2.399 -0.654
H -2.523 -3.232 -2.830
H -4.524 -4.093 -4.043
H -6.765 -3.875 -3.064
H -7.080 -2.755 -0.864
*
```

Mulliken population analysis, charges in e, atoms 1 to 8: Fe -0.593; C -1.221; C -0.013; C -1.425; N 0.356; C 1.212; C -0.656; C -0.475